ORCA calculation (wB97M-V/def2-TZVPD) on a structure of composition C36H33BCl2MoN10O2S.

Cartesian coordinates (Å):
Mo 0.2094 0.1208 -0.2235
C -0.1434 1.0834 -3.8769
C -0.1625 -0.3497 -3.4690
C -0.2677 -1.4302 -4.3447
C -0.3292 -2.5493 -3.5448
N -0.2520 -2.1538 -2.2698
N -0.1607 -0.8053 -2.2056
B -0.4735 -3.0154 -1.0088
N -1.6933 -2.4027 -0.2870
C -2.8232 -2.9434 0.1854
C -3.4854 -1.9886 0.9247
C -2.6737 -0.8553 0.8858
C -2.9236 0.4172 1.6259
N -1.5984 -1.1092 0.1266
N 0.7646 -2.8611 -0.0771
C 1.4400 -3.7784 0.6260
C 2.4731 -3.1542 1.2970
C 2.3634 -1.8049 0.9678
C 3.1862 -0.6546 1.4367
N 1.3253 -1.6449 0.1386
N -0.6368 -4.4554 -1.4141
C 0.3380 -5.2782 -1.8923
C -0.2674 -6.3489 -2.4870
C -1.6543 -6.1008 -2.3489
C -2.7952 -6.9492 -2.8014
N -1.8642 -4.9575 -1.7245
H 0.1963 1.1588 -4.9089
H -1.1534 1.4981 -3.8354
H 0.5087 1.6981 -3.2657
H -0.2989 -1.3870 -5.4193
H -0.4309 -3.5932 -3.7918
H -3.0668 -3.9621 -0.0579
H -4.4239 -2.0955 1.4405
H -2.8535 0.2327 2.6987
H -2.2128 1.2017 1.3829
H -3.9296 0.7846 1.4180
H 1.1496 -4.8144 0.5980
H 3.2091 -3.6099 1.9356
H 4.1325 -1.0129 1.8359
H 3.3901 0.0361 0.6190
H 2.6723 -0.1081 2.2300
H 1.3828 -5.0327 -1.7927
H 0.2105 -7.1950 -2.9504
H -2.8073 -7.9012 -2.2696
H -3.7367 -6.4364 -2.6160
H -2.7202 -7.1683 -3.8667
O 1.7496 0.6977 -1.3361
C 2.3445 1.8291 -1.6668
C 3.1215 1.8763 -2.8321
C 3.7391 3.0511 -3.1977
C 3.6242 4.2099 -2.4160
C 2.8982 4.1633 -1.2541
C 2.2451 2.9779 -0.8651
C 1.6261 2.9000 0.4141
N 0.9491 1.8893 0.8629
N 0.6300 2.0093 2.2110
C 0.1200 0.8934 2.6098
O -0.0562 -0.0981 1.7782
C -0.2717 0.6824 4.0156
C -0.1855 1.7243 4.9367
C -0.5637 1.5119 6.2510
C -1.0238 0.2635 6.6514
C -1.1063 -0.7761 5.7356
C -0.7319 -0.5691 4.4172
H 3.2107 0.9764 -3.4263
H 4.3292 3.0786 -4.1047
H 4.1191 5.1211 -2.7200
H 2.8206 5.0344 -0.6146
H 1.7672 3.7185 1.1146
H 0.1765 2.6904 4.6127
H -0.4986 2.3202 6.9670
H -1.3164 0.1010 7.6804
H -1.4605 -1.7490 6.0494
H -0.7903 -1.3712 3.6932
Cl -2.4005 4.6110 0.5319
C -3.4300 3.4304 -0.1818
C -4.7898 3.5508 0.0106
C -5.6416 2.5924 -0.5214
C -5.1421 1.5198 -1.2446
C -3.7795 1.3872 -1.4251
Cl -3.2226 0.0846 -2.3943
C -2.8733 2.3331 -0.8892
S -1.1679 2.2668 -1.0622
H -5.1741 4.3864 0.5774
H -6.7093 2.6881 -0.3775
H -5.8042 0.7868 -1.6830

Properties
- Spin multiplicity: 4
- <S²>: 3.7813
- Highest occupied orbital energy (spin up / spin down): -10.51 / -10.84 eV
- HOMO-LUMO gap (spin up / spin down): 7.6 / 5.0 eV
- LUMO energy (spin up / spin down): -2.86 / -5.89 eV
- Charge: +1
- Relative energy (zero: lowest compared OMol25 entry of this formula, charge and spin): 0.0 kJ/mol